(1)
Molecular formula: C50H49INO3P2TeTl
Method: DFT, ωB97M-V with the def2-TZVPD basis set

Summary:
<S²>: 0.759
Largest force on an atom in eV/A: 1.93
Spin multiplicity: 2
ΔE to the lowest compared entry with this formula, charge and spin in kJ/mol: 153.80
E_tot in Eh: -3636.2141
E_LUMO (alpha / beta) in eV: 2.0 / 2.0
Net charge: -1
Highest occupied orbital energy (alpha / beta) in eV: -0.608 / -3.918
HOMO-LUMO gap (alpha / beta) in eV: 2.602 / 5.907

Last column: Löwdin charge in e.
Element x y z (Å)
Tl (1.335, -0.547, -1.689)  0.401
O (2.384, 1.361, -0.165)  -0.475
P (2.206, 2.808, 0.070)  0.708
C (0.419, 3.245, 0.070)  -0.258
P (-0.241, 2.856, -1.631)  0.691
O (0.813, 2.386, -2.545)  -0.392
C (-1.021, 4.372, -2.213)  -0.265
C (-2.134, 4.960, -1.597)  -0.076
C (-2.724, 6.067, -2.168)  -0.093
C (-2.233, 6.600, -3.358)  -0.083
C (-1.131, 6.012, -3.978)  -0.082
C (-0.541, 4.904, -3.414)  -0.075
C (-1.558, 1.636, -1.374)  -0.286
C (-1.904, 0.859, -2.487)  -0.094
C (-2.902, -0.084, -2.400)  -0.078
C (-3.574, -0.282, -1.194)  -0.077
C (-3.307, 0.557, -0.120)  -0.108
C (-2.311, 1.512, -0.202)  -0.100
C (3.018, 3.848, -1.156)  -0.268
C (2.660, 5.169, -1.419)  -0.090
C (3.412, 5.924, -2.296)  -0.090
C (4.523, 5.378, -2.923)  -0.083
C (4.875, 4.056, -2.670)  -0.069
C (4.133, 3.301, -1.786)  -0.052
C (2.829, 3.325, 1.685)  -0.246
C (3.590, 2.421, 2.431)  -0.063
C (4.123, 2.792, 3.646)  -0.073
C (3.922, 4.083, 4.132)  -0.082
C (3.198, 4.999, 3.376)  -0.094
C (2.653, 4.629, 2.166)  -0.085
H (0.215, 4.284, 0.328)  0.058
H (-0.031, 2.595, 0.826)  0.062
H (-2.512, 4.543, -0.672)  0.105
H (-3.581, 6.527, -1.690)  0.101
H (-2.699, 7.479, -3.784)  0.098
H (-0.744, 6.431, -4.898)  0.102
H (0.319, 4.428, -3.862)  0.106
H (-1.356, 1.013, -3.409)  0.114
H (-3.152, -0.692, -3.255)  0.111
H (-4.334, -1.047, -1.114)  0.113
H (-3.893, 0.467, 0.784)  0.108
H (-2.111, 2.152, 0.648)  0.097
H (1.775, 5.592, -0.970)  0.097
H (3.125, 6.949, -2.492)  0.100
H (5.102, 5.976, -3.613)  0.098
H (5.726, 3.615, -3.173)  0.105
H (4.390, 2.272, -1.581)  0.119
H (3.748, 1.433, 2.024)  0.105
H (4.702, 2.087, 4.227)  0.106
H (4.340, 4.376, 5.085)  0.098
H (3.064, 6.008, 3.741)  0.099
H (2.095, 5.345, 1.579)  0.095
C (-6.586, -3.549, 2.944)  -0.065
C (-5.279, -3.256, 2.266)  -0.282
C (-4.420, -2.301, 2.788)  -0.028
C (-3.196, -2.037, 2.197)  -0.318
C (-2.305, -0.992, 2.786)  -0.104
C (-2.810, -2.742, 1.055)  -0.321
Te (-0.900, -2.141, 0.259)  1.696
N (-0.101, -3.594, -0.813)  -0.169
C (-0.312, -3.142, -2.037)  -0.790
O (-1.217, -2.260, -2.225)  -0.270
C (0.595, -3.513, -3.122)  -0.202
C (1.779, -4.209, -2.864)  -0.081
C (2.707, -4.377, -3.873)  -0.089
C (2.470, -3.854, -5.138)  -0.101
C (1.295, -3.158, -5.395)  -0.098
C (0.361, -2.985, -4.394)  -0.046
C (0.206, -2.841, 1.961)  -0.311
C (0.228, -4.190, 2.320)  -0.274
C (-0.777, -5.154, 1.765)  -0.065
C (1.202, -4.640, 3.201)  -0.017
C (2.153, -3.787, 3.738)  -0.278
C (3.285, -4.301, 4.574)  -0.058
C (2.064, -2.438, 3.436)  -0.042
C (1.112, -1.956, 2.550)  -0.367
C (1.088, -0.493, 2.243)  -0.127
C (-3.686, -3.662, 0.477)  -0.305
C (-3.346, -4.369, -0.794)  -0.050
C (-4.900, -3.913, 1.101)  -0.024
H (-6.695, -2.944, 3.844)  0.067
H (-6.648, -4.601, 3.227)  0.075
H (-7.420, -3.331, 2.278)  0.074
H (-4.708, -1.750, 3.675)  0.107
H (-2.856, -0.345, 3.467)  0.081
H (-1.875, -0.379, 1.992)  0.019
H (-1.489, -1.461, 3.335)  0.077
H (1.959, -4.581, -1.868)  0.076
H (3.635, -4.888, -3.660)  0.100
H (3.208, -3.973, -5.919)  0.090
H (1.130, -2.727, -6.373)  0.093
H (-0.558, -2.441, -4.559)  0.110
H (-0.917, -4.946, 0.705)  0.025
H (-1.738, -5.057, 2.278)  0.084
H (-0.423, -6.177, 1.881)  0.076
H (1.232, -5.695, 3.440)  0.108
H (3.087, -5.312, 4.920)  0.067
H (3.469, -3.658, 5.433)  0.071
H (4.187, -4.307, 3.962)  0.082
H (2.784, -1.754, 3.858)  0.114
H (2.039, -0.038, 2.504)  0.056
H (0.303, 0.015, 2.807)  0.074
H (0.916, -0.319, 1.177)  -0.028
H (-2.759, -3.718, -1.437)  0.047
H (-4.254, -4.666, -1.314)  0.076
H (-2.768, -5.271, -0.594)  0.082
H (-5.573, -4.639, 0.665)  0.112
I (3.321, -2.163, -0.248)  0.013


(2)
Molecular formula: C5H12NO
Method: DFT, ωB97M-V with the def2-TZVPD basis set

Summary:
<S²>: 0.753
Largest force on an atom in eV/A: 5.22
Spin multiplicity: 2
ΔE to the lowest compared entry with this formula, charge and spin in kJ/mol: 613.80
E_tot in Eh: -327.3933
E_LUMO (alpha / beta) in eV: 0.5 / -2.5
Highest occupied orbital energy (alpha / beta) in eV: -7.384 / -7.350
HOMO-LUMO gap (alpha / beta) in eV: 7.864 / 4.880

Last column: Löwdin charge in e.
Element x y z (Å)
C (-1.489, -0.620, -1.398)  -0.080
C (-1.507, 0.440, -0.377)  -0.404
C (0.671, -0.056, 0.897)  -0.258
C (1.341, 1.211, 0.290)  -0.129
N (-2.432, 0.187, 0.634)  0.016
C (-0.883, 0.144, 1.179)  -0.267
O (2.125, -1.821, -1.193)  0.001
H (-2.398, -1.239, -1.270)  0.087
H (-1.466, -0.121, -2.399)  0.086
H (-0.535, -1.247, -1.280)  0.084
H (-1.373, 1.582, -0.715)  0.172
H (0.902, -1.001, 0.283)  0.072
H (1.215, -0.240, 1.967)  0.147
H (1.330, 1.007, -0.780)  0.056
H (0.933, 2.228, 0.454)  0.084
H (2.419, 1.101, 0.538)  0.074
H (2.909, -1.880, -0.655)  0.001
H (-0.790, 1.007, 1.845)  0.102
H (-0.972, -0.681, 1.980)  0.157


(3)
Molecular formula: C36H72HgN4O4
Method: DFT, ωB97M-V with the def2-TZVPD basis set

Summary:
Largest force on an atom in eV/A: 1.91
ΔE to the lowest compared entry with this formula, charge and spin in kJ/mol: 0.00
E_tot in Eh: -2088.0080
E_LUMO in eV: 4.6
Net charge: -2
Highest occupied orbital energy in eV: 0.077
HOMO-LUMO gap in eV: 4.533

Last column: Löwdin charge in e.
Element x y z (Å)
Hg (-16.918, -20.032, 7.140)  1.271
C (-20.395, -20.318, 7.356)  -0.039
C (-20.427, -21.100, 6.041)  -0.509
C (-21.336, -20.297, 5.097)  -0.159
C (-21.276, -20.756, 3.651)  -0.196
C (-19.844, -20.783, 3.114)  -0.145
C (-18.876, -21.520, 4.046)  -0.531
N (-19.130, -21.237, 5.425)  -0.196
O (-18.096, -21.711, 6.223)  -0.287
C (-17.485, -20.976, 3.657)  -0.046
C (-18.861, -23.022, 3.737)  -0.036
C (-21.135, -22.447, 6.286)  -0.044
H (-21.153, -19.538, 7.394)  0.085
H (-19.411, -19.889, 7.538)  0.026
H (-20.499, -20.993, 8.208)  0.069
H (-21.096, -19.230, 5.136)  0.108
H (-22.369, -20.408, 5.445)  0.110
H (-21.951, -20.131, 3.055)  0.100
H (-21.669, -21.779, 3.562)  0.100
H (-19.563, -19.745, 2.913)  0.112
H (-19.901, -21.316, 2.159)  0.107
H (-16.688, -21.502, 4.182)  0.048
H (-17.409, -19.917, 3.890)  0.058
H (-17.408, -21.140, 2.576)  0.083
H (-18.050, -23.542, 4.243)  0.082
H (-18.726, -23.179, 2.656)  0.071
H (-19.810, -23.525, 3.945)  0.058
H (-21.200, -23.042, 5.375)  0.050
H (-22.130, -22.298, 6.724)  0.074
H (-20.619, -23.079, 7.017)  0.081
C (-15.492, -23.469, 7.739)  -0.038
C (-14.179, -22.972, 7.179)  -0.521
C (-13.293, -24.218, 7.001)  -0.163
C (-12.021, -23.951, 6.218)  -0.210
C (-12.320, -23.272, 4.895)  -0.161
C (-13.249, -22.047, 5.003)  -0.525
N (-14.341, -22.332, 5.901)  -0.165
O (-15.279, -21.300, 5.863)  -0.331
C (-13.800, -21.922, 3.565)  -0.048
C (-12.456, -20.790, 5.378)  -0.033
C (-13.502, -22.120, 8.290)  -0.033
H (-16.170, -22.623, 7.883)  0.046
H (-15.353, -23.751, 8.783)  0.077
H (-15.979, -24.246, 7.156)  0.086
H (-13.904, -24.926, 6.422)  0.112
H (-13.026, -24.714, 7.938)  0.110
H (-11.469, -24.888, 6.057)  0.098
H (-11.324, -23.359, 6.830)  0.102
H (-12.731, -24.049, 4.242)  0.104
H (-11.368, -22.998, 4.419)  0.110
H (-14.281, -22.847, 3.261)  0.077
H (-12.970, -21.565, 2.947)  0.070
H (-14.559, -21.136, 3.516)  0.062
H (-13.174, -20.014, 5.637)  0.054
H (-11.772, -20.514, 4.569)  0.070
H (-11.826, -20.984, 6.249)  0.059
H (-14.233, -21.400, 8.671)  0.056
H (-12.574, -21.595, 8.086)  0.059
H (-13.349, -22.790, 9.146)  0.070
C (-18.538, -22.282, 10.751)  -0.048
C (-18.356, -20.908, 11.394)  -0.524
C (-18.668, -20.983, 12.891)  -0.161
C (-17.505, -21.324, 13.806)  -0.203
C (-16.331, -20.446, 13.409)  -0.175
C (-15.903, -20.610, 11.957)  -0.543
N (-17.050, -20.333, 11.113)  -0.196
O (-16.740, -20.413, 9.759)  -0.322
C (-15.329, -22.019, 11.771)  -0.036
C (-14.795, -19.610, 11.658)  -0.048
C (-19.401, -19.942, 10.801)  -0.037
H (-18.134, -23.094, 11.371)  0.063
H (-18.143, -22.325, 9.738)  0.069
H (-19.603, -22.570, 10.721)  0.073
H (-19.438, -21.750, 13.072)  0.108
H (-19.134, -20.078, 13.303)  0.108
H (-17.173, -22.360, 13.661)  0.095
H (-17.695, -21.236, 14.880)  0.098
H (-15.465, -20.686, 14.047)  0.105
H (-16.552, -19.399, 13.657)  0.116
H (-16.084, -22.782, 11.961)  0.056
H (-14.501, -22.222, 12.466)  0.078
H (-14.942, -22.146, 10.767)  0.045
H (-15.175, -18.603, 11.464)  0.082
H (-14.237, -19.940, 10.785)  0.063
H (-14.166, -19.452, 12.545)  0.070
H (-20.369, -20.166, 11.266)  0.072
H (-19.452, -20.086, 9.727)  0.037
H (-19.118, -18.916, 11.031)  0.086
C (-17.766, -15.374, 6.444)  -0.041
C (-17.345, -16.793, 6.013)  -0.513
C (-16.558, -16.647, 4.695)  -0.146
C (-15.104, -16.190, 4.850)  -0.184
C (-14.414, -16.984, 5.973)  -0.136
C (-15.215, -17.107, 7.263)  -0.538
N (-16.557, -17.564, 6.955)  -0.241
O (-17.331, -17.987, 8.092)  -0.298
C (-15.168, -15.828, 8.095)  -0.043
C (-14.493, -18.197, 8.072)  -0.052
C (-18.560, -17.616, 5.594)  -0.065
H (-17.036, -14.640, 6.104)  0.059
H (-18.031, -15.272, 7.495)  0.081
H (-18.688, -15.130, 5.901)  0.068
H (-17.028, -15.834, 4.114)  0.112
H (-16.619, -17.491, 4.009)  0.107
H (-14.964, -15.117, 5.037)  0.094
H (-14.592, -16.324, 3.891)  0.100
H (-13.514, -16.397, 6.214)  0.113
H (-14.053, -17.912, 5.529)  0.104
H (-15.776, -15.938, 8.994)  0.085
H (-15.480, -14.922, 7.569)  0.057
H (-14.145, -15.600, 8.421)  0.074
H (-13.471, -17.830, 8.217)  0.086
H (-14.455, -19.101, 7.459)  0.045
H (-14.965, -18.411, 9.026)  0.058
H (-19.092, -17.999, 6.472)  0.063
H (-18.402, -18.507, 4.982)  0.048
H (-19.291, -17.025, 5.027)  0.080


(4)
Molecular formula: C5H21O7
Method: DFT, ωB97M-V with the def2-TZVPD basis set

Summary:
Largest force on an atom in eV/A: 2.05
ΔE to the lowest compared entry with this formula, charge and spin in kJ/mol: 41.14
E_tot in Eh: -729.8113
E_LUMO in eV: 3.3
Net charge: -1
Highest occupied orbital energy in eV: -5.907
HOMO-LUMO gap in eV: 9.252

Last column: Löwdin charge in e.
Element x y z (Å)
C (-2.491, 0.831, 0.773)  -0.317
O (-2.313, -0.440, 1.328)  -0.175
C (-1.678, 0.930, -0.501)  -0.197
C (-1.506, 2.402, -0.857)  -0.233
C (-0.609, 3.056, 0.156)  -0.212
C (0.713, 3.139, 0.148)  -0.007
H (-2.272, 1.600, 1.585)  0.120
H (-3.568, 1.078, 0.558)  0.117
H (-0.651, 0.530, -0.469)  0.121
H (-2.126, 0.372, -1.315)  0.106
H (-2.445, 2.958, -1.040)  0.108
H (-0.983, 2.563, -1.830)  0.110
H (-1.065, 3.504, 1.020)  0.083
H (1.336, 2.902, -0.707)  0.053
H (1.302, 3.667, 0.895)  0.047
H (-1.392, -0.636, 1.828)  0.004
H (0.111, -0.887, 3.274)  -0.017
O (-0.102, -0.916, 2.338)  -0.313
H (1.903, -2.211, -1.141)  0.002
H (3.071, -1.406, -0.640)  0.016
O (2.731, -1.801, -1.490)  -0.119
H (-0.011, -3.162, 0.283)  0.017
H (-0.002, -3.210, -1.210)  0.045
O (0.660, -3.187, -0.506)  -0.114
H (2.861, -1.482, 1.270)  0.062
H (1.831, -0.455, 1.194)  0.050
O (2.715, -0.652, 0.789)  -0.077
H (2.687, -0.938, -2.839)  -0.024
H (2.159, 0.292, -3.564)  -0.001
O (2.649, -0.514, -3.751)  -0.132
H (-0.553, -2.214, 1.824)  -0.010
H (-1.894, -2.658, 1.149)  0.028
O (-1.066, -3.055, 1.448)  -0.141


(5)
Molecular formula: C3H3NO2
Method: DFT, ωB97M-V with the def2-TZVPD basis set

Summary:
Largest force on an atom in eV/A: 4.95
ΔE to the lowest compared entry with this formula, charge and spin in kJ/mol: 634.60
E_tot in Eh: -321.1359
E_LUMO (alpha / beta) in eV: -2.1 / -2.1
Highest occupied orbital energy (alpha / beta) in eV: -9.782 / -9.791
HOMO-LUMO gap (alpha / beta) in eV: 7.675 / 7.694

Last column: Löwdin charge in e.
Element x y z (Å)
O (2.064, 0.333, 0.398)  -0.022
C (0.808, -0.087, 0.193)  -0.600
N (0.360, -1.350, 0.202)  0.091
O (-1.026, -1.242, 0.093)  -0.052
C (-1.360, 0.054, 0.004)  -0.100
C (-0.257, 0.826, 0.009)  -0.004
H (1.985, -0.699, -0.951)  0.441
H (-2.420, 0.276, -0.011)  0.133
H (-0.163, 1.893, 0.053)  0.113


(6)
Molecular formula: CH4N3O2
Method: DFT, ωB97M-V with the def2-TZVPD basis set

Summary:
Largest force on an atom in eV/A: 7.19
ΔE to the lowest compared entry with this formula, charge and spin in kJ/mol: 301.06
E_tot in Eh: -354.7722
E_LUMO (alpha / beta) in eV: -7.2 / -7.2
Net charge: +1
Highest occupied orbital energy (alpha / beta) in eV: -15.447 / -15.452
HOMO-LUMO gap (alpha / beta) in eV: 8.262 / 8.263

Last column: Löwdin charge in e.
Element x y z (Å)
C (0.053, -0.107, -0.533)  -0.228
N (0.426, -1.044, -1.350)  0.084
N (-0.887, -0.490, 0.686)  0.029
N (0.678, 1.018, -0.305)  0.227
O (-0.074, -1.596, -2.273)  0.219
O (-0.530, 0.164, 1.774)  0.007
H (-1.011, -1.504, 0.751)  0.166
H (1.435, 1.161, -1.020)  0.187
H (0.789, 1.314, 0.670)  0.144
H (-0.880, 1.084, 1.599)  0.165